[1]
C11H10Cl2CrN4O4S3 | ωB97M-V with the def2-TZVPD basis set

## Properties
- E_HOMO (alpha / beta) (eV) = -8.19 / -8.26

```
! RIJCOSX wB97M-V def2-TZVPD def2/J DEFGRID3
* xyz 0 5
Cr 0.5520 0.5565 0.6934
O 3.1072 -0.6365 1.3269
S 3.3543 0.2985 0.2232
N 2.1731 0.9397 -0.4112
N -0.5363 7.7295 3.4459
C 0.0800 6.4973 3.3745
C -0.5769 5.3474 3.8316
C 0.0573 4.1220 3.7994
C 1.3509 4.0179 3.3060
C 2.0090 5.1469 2.8430
C 1.3815 6.3792 2.8804
S 2.1542 2.4515 3.2411
O 3.2851 2.5923 2.3709
O 2.3340 1.9747 4.5902
N 1.0322 1.5324 2.5184
C 0.3848 0.5434 3.1717
S 0.5530 -0.0987 4.7640
C -0.6435 -1.2921 4.3705
C -1.0519 -1.1720 3.0943
N -0.4931 -0.1116 2.4137
H -1.5307 7.7576 3.5813
H -0.1555 8.4806 2.8986
H -1.5847 5.4251 4.2223
H -0.4640 3.2403 4.1525
H 3.0075 5.0501 2.4392
H 1.9017 7.2593 2.5220
H -0.9720 -2.0140 5.0988
H -1.7838 -1.7927 2.6011
O -1.2259 -0.5737 -1.6901
C -0.5751 -0.1915 -0.8627
Cl -1.8197 2.6559 1.0985
C -1.2560 4.1165 0.2530
Cl 0.4144 3.9475 -0.2751
H -1.3338 4.9420 0.9515
H -1.8869 4.2593 -0.6155
*
```

natural (NBO) population analysis, charges in e, atoms 1 to 2: atom 1 (Cr): 1.024, atom 2 (O): -0.946

***

[2]
C11H10ClEuN | ωB97M-V with the def2-TZVPD basis set

## Properties
- E_HOMO (alpha / beta) (eV) = -0.03 / -0.03
- relative energy (zero: lowest compared OMol25 entry of this formula, charge and spin) (eV) = 0.531

```
! RIJCOSX wB97M-V def2-TZVPD def2/J DEFGRID3
* xyz -2 8
C 0.9151 -2.2213 2.3130
C 1.0131 -1.9244 0.9175
C -0.3182 -1.8661 0.3883
H 1.9199 -1.8667 0.3170
C -1.2353 -2.1109 1.4501
C -0.4676 -2.2232 2.6503
H -0.8981 -2.3140 3.6471
H 1.7683 -2.4460 2.9562
H -0.5997 -1.6886 -0.6459
H -2.3234 -2.1981 1.3428
Eu -0.0804 0.5228 1.6536
Cl 1.4936 2.0955 0.5443
C 0.1080 2.6862 -2.1180
C -1.1192 2.0619 -2.4756
C -0.8094 0.8416 -3.1504
H -2.1153 2.4558 -2.2741
C 0.6138 0.7202 -3.2141
C 1.1770 1.8639 -2.5802
H 2.2361 2.0648 -2.4339
H 0.2188 3.6107 -1.5581
H -1.5287 0.1342 -3.5601
H 1.1731 -0.0960 -3.6720
N -0.6754 1.2052 5.2753
C -0.4661 0.6927 4.2268
*
```

Mulliken population analysis, charges in e, atoms 1 to 2: atom 1 (C): -0.426, atom 2 (C): -0.696

***

[3]
C11H10ClF3HgO3S | ωB97M-V with the def2-TZVPD basis set

## Properties
- E_HOMO (eV) = -0.34

```
! RIJCOSX wB97M-V def2-TZVPD def2/J DEFGRID3
* xyz -2 1
C -2.7428 0.2732 -2.6044
C -1.4995 -0.4393 -2.6363
C -0.4532 0.4801 -2.2020
H -1.3393 -1.4347 -3.0361
C -1.1024 1.7428 -1.9099
C -2.4906 1.6105 -2.1907
H -3.2305 2.4082 -2.1139
H -3.7296 -0.1512 -2.8117
H 0.6183 0.3204 -2.2757
H -0.5844 2.6557 -1.6315
Hg -1.2585 -0.2917 -0.1266
Cl -3.1763 -1.4718 0.9381
C 2.4242 -2.5999 1.7187
C 3.2462 -1.4831 1.3459
C 3.7086 -1.7029 0.0052
H 3.4956 -0.6361 1.9780
C 3.1641 -2.9459 -0.4528
C 2.3731 -3.5025 0.6039
H 1.8511 -4.4560 0.5766
H 1.9515 -2.7461 2.6844
H 4.3813 -1.0551 -0.5530
H 3.3454 -3.4022 -1.4256
F -2.1326 3.9227 2.5414
C -1.9458 2.6635 2.1740
F -2.4963 1.8487 3.0937
F -2.5821 2.4922 0.9630
S -0.1728 2.0991 1.8684
O 0.2116 2.6141 0.5778
O 0.5551 2.5802 2.9874
O -0.3894 0.6072 1.9138
*
```

natural (NBO) population analysis, charges in e, atoms 1 to 2: atom 1 (C): -0.348, atom 2 (C): -0.391

***

[4]
C11H10ClGaN | ωB97M-V with the def2-TZVPD basis set

## Properties
- E_HOMO (eV) = -3.03
- relative energy (zero: lowest compared OMol25 entry of this formula, charge and spin) (eV) = 0.000

```
! RIJCOSX wB97M-V def2-TZVPD def2/J DEFGRID3
* xyz -1 1
C 1.9815 1.5387 2.1750
C 0.8630 1.5836 1.2673
C 1.3248 1.2218 -0.0244
H -0.1553 1.8644 1.5206
C 2.7222 0.9141 0.0671
C 3.1123 1.0654 1.4354
H 4.0951 0.8853 1.8568
H 1.9003 1.7118 3.2442
H 0.7416 1.2553 -0.9325
H 3.3443 0.5827 -0.7641
Ga -0.7741 -1.1729 0.2577
Cl -1.5891 -0.8036 2.2364
C -2.2508 -1.7137 -0.9471
C -1.2937 -1.4794 -2.0411
C -1.3033 -0.0877 -2.3246
H -0.8345 -2.2766 -2.6457
C -2.1687 0.5663 -1.4196
C -2.7297 -0.3844 -0.5410
H -3.5403 -0.2136 0.1598
H -2.6960 -2.6823 -0.6856
H -0.8561 0.3650 -3.2121
H -2.4723 1.6037 -1.4945
N 1.7252 -2.3529 1.7530
C 0.8536 -1.9910 1.0590
*
```

natural (NBO) population analysis, charges in e, atoms 1 to 2: atom 1 (C): -0.353, atom 2 (C): -0.330

***

Copy entry 4 word for word.
C11H10ClGaN | ωB97M-V with the def2-TZVPD basis set

## Properties
- E_HOMO (eV) = -3.03
- relative energy (zero: lowest compared OMol25 entry of this formula, charge and spin) (eV) = 0.000

```
! RIJCOSX wB97M-V def2-TZVPD def2/J DEFGRID3
* xyz -1 1
C 1.9815 1.5387 2.1750
C 0.8630 1.5836 1.2673
C 1.3248 1.2218 -0.0244
H -0.1553 1.8644 1.5206
C 2.7222 0.9141 0.0671
C 3.1123 1.0654 1.4354
H 4.0951 0.8853 1.8568
H 1.9003 1.7118 3.2442
H 0.7416 1.2553 -0.9325
H 3.3443 0.5827 -0.7641
Ga -0.7741 -1.1729 0.2577
Cl -1.5891 -0.8036 2.2364
C -2.2508 -1.7137 -0.9471
C -1.2937 -1.4794 -2.0411
C -1.3033 -0.0877 -2.3246
H -0.8345 -2.2766 -2.6457
C -2.1687 0.5663 -1.4196
C -2.7297 -0.3844 -0.5410
H -3.5403 -0.2136 0.1598
H -2.6960 -2.6823 -0.6856
H -0.8561 0.3650 -3.2121
H -2.4723 1.6037 -1.4945
N 1.7252 -2.3529 1.7530
C 0.8536 -1.9910 1.0590
*
```

natural (NBO) population analysis, charges in e, atoms 1 to 2: atom 1 (C): -0.353, atom 2 (C): -0.330